Entry i
14
Properties=species:S:1:pos:R:3 method="wB97M-V/def2-TZVPD" orbital_gap_ev=9.61 smiles="C=CO.CN" lumo_ev=0.9
C 0.200 3.455 -3.600
N -0.877 2.484 -3.762
H -0.026 4.414 -3.253
H 0.862 3.500 -4.500
H 0.912 3.087 -2.744
H -1.698 2.736 -4.112
H -0.615 1.633 -3.481
C 1.351 -2.822 2.730
C 0.298 -1.985 2.488
O -0.899 -1.808 3.003
H 2.213 -2.891 2.023
H 1.393 -3.494 3.557
H 0.433 -1.035 1.884
H -1.231 -2.763 3.223

***

Entry ii
14
Properties=species:S:1:pos:R:3 method="wB97M-V/def2-TZVPD" orbital_gap_ev=10.02 smiles="C=CCN.O" lumo_ev=1.0
N 2.363 -1.089 1.657
C 0.974 -0.600 1.835
C 0.236 1.553 0.618
C 0.968 0.929 1.636
H 3.034 -0.404 1.816
H 2.689 -1.354 0.707
H 0.606 -0.596 2.975
H 0.319 -1.147 1.266
H 0.219 2.615 0.595
H -0.543 1.086 0.029
H 1.676 1.424 2.217
H -4.056 -0.865 -5.322
H -3.997 -0.978 -3.907
O -3.694 -0.432 -4.564

***

Entry iii
14
Properties=species:S:1:pos:R:3 method="wB97M-V/def2-TZVPD" orbital_gap_ev=9.52 smiles="C=O.CCN" lumo_ev=0.3
O 0.610 -0.012 -2.486
C 1.722 0.550 -2.638
H 2.685 0.092 -2.786
H 1.799 1.592 -2.434
C -1.191 0.722 0.807
C -0.088 -0.216 1.334
N -0.385 -1.683 1.315
H -0.998 1.829 0.952
H -1.168 0.644 -0.337
H -2.213 0.360 0.978
H 0.800 -0.043 0.534
H 0.280 0.056 2.348
H -1.059 -1.973 1.983
H -0.794 -1.919 0.431

***

Entry iv
14
Properties=species:S:1:pos:R:3 method="wB97M-V/def2-TZVPD" orbital_gap_ev=10.30 smiles=C[C@H](O)CN lumo_ev=1.0
C -0.766 -0.110 0.479
C 0.495 -0.143 -0.388
C 1.740 -0.126 0.471
O 0.556 0.965 -1.274
N -1.971 -0.046 -0.337
H -0.760 -1.023 1.072
H -0.714 0.736 1.174
H 0.495 -1.100 -0.926
H 2.653 -0.035 -0.107
H 1.678 0.643 1.238
H 1.760 -1.101 0.974
H -0.271 0.985 -1.780
H -2.142 0.899 -0.644
H -2.752 -0.546 0.048

***

Relative energy table, unit hartree: entry i 0.0896; entry ii 0.0659; entry iii 0.0598; entry iv 0.0000

***

Entry i
14
Properties=species:S:1:pos:R:3 method="wB97M-V/def2-TZVPD" orbital_gap_ev=9.84 smiles="C=CCN.O" lumo_ev=0.8
N -1.083 -0.046 2.354
C -0.214 0.069 1.120
C 0.081 -2.049 0.178
C -0.631 -0.932 0.094
H -1.942 -0.474 2.001
H -1.230 0.768 2.824
H 0.797 -0.130 1.402
H -0.320 1.184 0.657
H 0.035 -2.926 -0.352
H 0.930 -2.205 0.880
H -1.321 -0.572 -0.531
H 1.865 1.494 -3.836
H 0.991 3.021 -3.250
O 1.545 2.204 -3.078

***

Entry ii
14
Properties=species:S:1:pos:R:3 method="wB97M-V/def2-TZVPD" orbital_gap_ev=9.54 smiles="C=CN.CO" lumo_ev=0.7
C -3.443 1.174 -0.334
O -4.342 2.004 0.412
H -2.470 1.470 0.024
H -3.678 1.435 -1.381
H -3.553 0.100 -0.167
C 2.611 -1.403 0.451
C 3.919 -1.144 0.454
N 1.590 -1.303 -0.625
H 1.997 -1.989 1.129
H 4.326 -0.946 1.437
H 4.347 -0.675 -0.442
H 0.755 -0.885 -0.237
H -3.984 2.857 0.647
H 1.924 -0.694 -1.368

***

Entry iii
14
Properties=species:S:1:pos:R:3 method="wB97M-V/def2-TZVPD" orbital_gap_ev=8.89 lumo_ev=0.7
C 0.164 2.017 0.427
O -0.953 1.250 -0.056
H -1.121 -0.006 0.718
H 0.920 1.370 0.882
H -0.224 2.695 1.184
H 0.608 2.593 -0.386
C -0.149 -1.301 -1.209
C 0.174 -1.453 0.100
N 1.054 -1.685 0.953
H 1.708 -2.427 0.728
H -1.002 -0.880 0.923
H -1.174 -1.425 -1.530
H 0.632 -1.395 -1.950
H -0.637 0.648 -0.785

***

Relative energy table, unit hartree: entry i 0.0167; entry ii 0.0000; entry iii 0.0996

***

Entry i
20
Properties=species:S:1:pos:R:3 method="wB97M-V/def2-TZVPD" total_charge=+1 orbital_gap_ev=10.41 lumo_ev=-2.9
O -0.211 1.285 -1.524
C 0.402 2.128 -0.915
C 0.105 2.507 0.516
N 0.805 1.579 1.417
H 1.229 2.655 -1.424
H 0.360 3.559 0.649
H -0.969 2.397 0.664
H 1.752 1.902 1.570
H 0.364 1.640 2.328
C 1.089 -1.630 0.552
N -2.045 -1.979 -1.291
C -0.947 -2.223 -0.604
N -0.059 -1.328 -0.306
H 1.920 -0.999 0.267
H 1.391 -2.658 0.388
H 0.842 -1.437 1.590
H -2.366 -1.037 -1.460
H -2.657 -2.742 -1.526
H -0.795 -3.232 -0.234
H -0.211 -0.385 -0.656

***

Entry ii
20
Properties=species:S:1:pos:R:3 method="wB97M-V/def2-TZVPD" total_charge=+1 orbital_gap_ev=9.12 lumo_ev=-6.1
C 1.724 1.674 -1.257
C 0.286 -0.059 1.735
C -2.008 -0.213 0.248
C -0.495 0.314 0.417
N 1.439 2.354 -0.226
N 1.245 0.363 -1.327
N 0.320 -0.154 -0.624
O 1.144 -2.419 -1.335
H 2.306 1.953 -2.137
H 0.510 -1.144 1.876
H 1.210 0.480 1.510
H -0.158 0.368 2.554
H -2.385 -0.861 0.995
H -1.925 -0.764 -0.697
H -2.724 0.615 0.059
H -0.424 1.449 0.364
H 1.820 3.294 -0.220
H 1.762 -2.473 -2.055
H 0.044 -1.110 -1.042
H 1.640 -2.770 -0.563

***

Relative energy table, unit hartree: entry i 0.0000; entry ii 0.1213